1.
Density functional theory data (ωB97M-V/def2-TZVPD) for a 2-piece molecular cluster, CBrClFNO2 overall at a distorted geometry.

Summary:
multiplicity = 1
frontier orbital gap (alpha / beta) = 8.984 / 6.128 eV
LUMO (alpha / beta) = -0.086 / -0.140 hartree

Atoms and positions in Å:
C1 0.478 -0.451 0.354
N1 0.110 0.904 0.036
O1 0.684 1.400 -0.904
O2 -0.726 1.408 0.748
F1 1.455 -0.975 -0.345
Cl1 0.002 -1.180 1.768
Br1 -2.003 -1.107 -1.657

---

2.
Density functional theory data (ωB97M-V/def2-TZVPD) for CBrClNO2 as an isolated structure at a distorted geometry.

Summary:
multiplicity = 1
frontier orbital gap = 6.405 eV
charge = -1
LUMO = 0.135 hartree

Atoms and positions in Å:
C1 -1.453 -0.327 -0.195
N1 1.088 0.336 0.792
O1 -1.303 0.097 -1.257
O2 -1.864 -0.695 0.821
Cl1 1.508 1.728 -0.106
Br1 2.023 -1.138 -0.054

---

3.
Density functional theory data (ωB97M-V/def2-TZVPD) for a single CBrF2NO2 molecule at a distorted geometry.

Summary:
multiplicity = 1
frontier orbital gap (alpha / beta) = 8.643 / 7.763 eV
LUMO (alpha / beta) = -0.105 / -0.111 hartree

Atoms and positions in Å:
C1 0.021 -0.620 0.197
N1 1.120 0.317 0.254
O1 0.841 1.409 0.680
O2 2.197 -0.099 -0.085
F1 0.271 -1.792 -0.337
F2 -2.813 0.816 -1.104
Br1 -1.638 -0.031 0.396

---

4.
Density functional theory data (ωB97M-V/def2-TZVPD) for a single CBrFN2O4 molecule at a distorted geometry.

Summary:
multiplicity = 1
SMILES = O=[N+]([O-])C(F)(Br)[N+](=O)[O-]
frontier orbital gap = 10.553 eV
LUMO = -0.041 hartree

Atoms and positions in Å:
C1 0.376 -0.044 -0.409
N1 -0.147 -1.156 0.359
N2 -0.471 1.198 0.038
O1 -1.344 -1.084 0.310
O2 -0.545 1.365 1.212
O3 0.569 -1.878 0.975
O4 -0.960 1.790 -0.836
F1 0.161 -0.343 -1.641
Br1 2.361 0.152 -0.009

---

5.
Density functional theory data (ωB97M-V/def2-TZVPD) for a single CBrNOS molecule at a distorted geometry.

Summary:
multiplicity = 1
SMILES = O=C=NSBr
frontier orbital gap = 8.523 eV
LUMO = -0.021 hartree

Atoms and positions in Å:
C1 -0.962 -0.665 -0.357
N1 -0.038 -0.698 0.323
O1 -1.773 -0.633 -1.168
S1 0.929 0.259 1.230
Br1 1.845 1.737 -0.028

---

6.
Density functional theory data (ωB97M-V/def2-TZVPD) for a 2-piece molecular cluster, CCl2FNO overall at a distorted geometry.

Summary:
multiplicity = 1
frontier orbital gap = 6.882 eV
LUMO = -0.112 hartree

Atoms and positions in Å:
C1 0.766 -0.260 0.133
N1 -0.132 0.357 -0.425
O1 1.658 -0.735 0.649
F1 -0.879 -1.763 0.707
Cl1 0.460 2.136 -0.647
Cl2 -1.873 0.265 -0.417